Entry 1:
{"formula": "C37H25Cl2F6I2N6O5PRb", "method": "ωB97M-V with the def2-TZVPD basis set", "multiplicity": 2, "charge": -2, "orbital_gap_ev": [4.2, 2.4], "e_homo_ha": [-0.05817, -0.05810], "e_above_lowest_ev": 0.754, "lumo_ev": [2.57, 0.85], "species": ["Rb", "Cl", "C", "C", "C", "C", "O", "C", "C", "N", "C", "C", "C", "C", "C", "C", "C", "C", "N", "C", "C", "H", "H", "H", "H", "H", "H", "H", "H", "H", "H", "Cl", "C", "C", "C", "C", "O", "C", "C", "O", "C", "H", "H", "H", "H", "I", "C", "C", "C", "I", "C", "C", "C", "C", "N", "C", "C", "O", "H", "H", "H", "H", "F", "P", "F", "F", "F", "F", "F", "C", "N", "C", "C", "C", "N", "C", "O", "N", "H", "H", "H", "H", "H", "H", "H"], "coordinates": [[0.133, -0.606, -0.217], [3.399, 6.666, 2.590], [2.554, 5.248, 2.020], [3.283, 4.270, 1.306], [2.671, 3.139, 0.858], [1.260, 2.949, 1.053], [0.635, 1.970, 0.586], [0.569, 3.931, 1.852], [-0.756, 3.586, 2.255], [-1.205, 2.409, 2.030], [-2.490, 1.958, 2.074], [-3.579, 2.726, 1.704], [-4.868, 2.172, 1.683], [-5.064, 0.861, 2.023], [-3.973, 0.036, 2.384], [-4.111, -1.338, 2.689], [-3.001, -2.079, 2.952], [-1.736, -1.441, 2.914], [-1.570, -0.166, 2.667], [-2.673, 0.571, 2.397], [1.227, 5.086, 2.302], [4.341, 4.426, 1.139], [3.208, 2.380, 0.310], [-1.362, 4.326, 2.794], [-3.414, 3.747, 1.381], [-5.705, 2.780, 1.365], [-6.055, 0.423, 1.983], [-5.098, -1.786, 2.675], [-3.031, -3.143, 3.137], [-0.836, -2.029, 3.074], [0.695, 5.820, 2.896], [6.177, 2.751, 4.017], [4.949, 1.665, 3.381], [3.805, 1.389, 4.153], [2.845, 0.540, 3.685], [2.939, -0.115, 2.396], [2.076, -0.941, 2.027], [4.097, 0.258, 1.613], [4.265, -0.119, 0.223], [3.445, -0.598, -0.537], [5.085, 1.107, 2.142], [3.701, 1.855, 5.126], [1.965, 0.317, 4.275], [5.269, 0.158, -0.182], [5.949, 1.345, 1.530], [2.016, -4.025, -5.051], [1.464, -2.015, -5.099], [1.333, -1.377, -6.328], [0.962, -0.058, -6.412], [0.803, 0.807, -8.309], [0.699, 0.689, -5.230], [0.305, 2.044, -5.204], [0.081, 2.671, -4.010], [0.251, 1.942, -2.823], [0.614, 0.683, -2.817], [0.836, 0.044, -3.977], [1.235, -1.377, -3.851], [1.347, -1.929, -2.741], [1.528, -1.939, -7.232], [0.178, 2.576, -6.138], [-0.229, 3.707, -3.970], [0.074, 2.396, -1.852], [-2.105, 0.320, -0.927], [-3.108, -0.684, -1.758], [-4.282, 0.421, -1.653], [-1.909, -1.782, -1.817], [-3.595, -1.326, -0.343], [-4.088, -1.689, -2.555], [-2.595, -0.042, -3.139], [-3.086, -5.114, 0.075], [-1.686, -4.743, 0.029], [-1.026, -4.632, -1.156], [0.252, -4.223, -1.211], [0.816, -3.771, 0.027], [0.197, -3.909, 1.190], [-1.034, -4.476, 1.240], [-1.637, -4.712, 2.287], [2.005, -3.139, 0.011], [-3.209, -6.158, 0.372], [-3.522, -4.948, -0.908], [-3.597, -4.489, 0.803], [-1.603, -4.859, -2.041], [0.757, -4.052, -2.147], [2.320, -2.774, -0.879], [2.221, -2.558, 0.821]], "forces_ev_per_a": [[0.913, 0.032, 0.953], [0.197, 0.371, 0.109], [0.213, -0.156, -0.176], [-0.020, 0.211, 0.224], [-0.214, 0.413, -0.190], [-0.335, -0.409, -0.036], [1.158, -0.227, -1.128], [0.486, 0.182, 0.157], [-0.666, -0.710, 0.046], [-0.636, 0.398, 0.060], [0.481, 0.568, 0.363], [-0.035, 0.002, 0.015], [0.060, -0.293, 0.022], [-0.311, 0.076, 0.012], [-0.042, -0.023, -0.033], [0.015, 0.086, 0.010], [0.100, 0.010, 0.018], [-0.008, 0.003, 0.010], [-0.009, -0.322, 0.011], [-0.164, 0.192, 0.032], [-0.162, -0.416, -0.091], [0.074, 0.030, 0.032], [0.005, 0.000, -0.006], [-0.105, 0.261, 0.120], [0.011, 0.003, 0.012], [-0.067, 0.030, -0.003], [-0.036, -0.022, -0.010], [-0.041, -0.010, -0.009], [-0.057, 0.028, 0.042], [0.003, 0.011, 0.014], [-0.035, 0.060, 0.052], [0.006, -0.007, -0.011], [0.054, -0.061, -0.142], [-0.061, -0.078, 0.017], [0.031, -0.028, 0.026], [0.034, 0.155, -0.008], [-0.042, -0.306, -0.178], [0.063, -0.260, -0.202], [0.062, 0.475, 0.434], [-0.176, -0.426, -0.280], [0.075, 0.038, 0.109], [-0.021, 0.018, -0.018], [-0.027, 0.038, -0.034], [0.024, -0.027, 0.015], [0.009, 0.018, 0.005], [-0.056, 0.239, -0.019], [0.291, -0.880, -0.938], [0.203, -0.693, 0.001], [-0.092, 0.289, 0.077], [0.021, -0.116, 0.172], [-0.079, 0.216, 0.465], [0.012, -0.039, -0.092], [0.006, -0.018, -0.077], [-0.175, 0.271, 0.017], [0.215, -0.584, -0.399], [-0.239, 0.735, 0.513], [-0.174, 0.331, 1.444], [0.012, 0.469, -1.398], [-0.009, 0.011, 0.051], [0.003, -0.003, 0.010], [0.016, -0.054, 0.006], [0.050, -0.042, 0.124], [-0.806, 0.075, -0.495], [-0.585, 0.466, 1.189], [0.114, -0.130, -0.206], [0.096, -0.202, -0.223], [0.150, -0.034, -0.329], [0.060, -0.071, -0.154], [0.137, 0.047, -0.352], [-0.075, -0.006, -0.002], [0.021, -0.040, -0.468], [-0.242, -0.055, 0.201], [-0.062, 0.049, 0.024], [0.029, 0.002, 0.314], [0.186, -0.115, -0.287], [-0.121, 0.181, 0.575], [0.209, -0.201, -0.331], [0.001, -0.060, -0.083], [0.008, 0.008, 0.010], [-0.012, -0.004, -0.007], [0.015, 0.021, -0.028], [-0.018, -0.011, -0.007], [-0.017, -0.126, 0.034], [0.035, -0.020, 0.210], [0.067, 0.166, 0.093]]}


Entry 2:
{"formula": "C37H25Cl3NO6", "method": "ωB97M-V with the def2-TZVPD basis set", "multiplicity": 1, "charge": 1, "orbital_gap_ev": 6.0, "e_homo_ha": -0.40339, "lumo_ev": -5.02, "species": ["C", "C", "Cl", "C", "Cl", "N", "C", "C", "C", "C", "O", "O", "C", "Cl", "C", "H", "H", "H", "H", "H", "H", "H", "H", "H", "C", "C", "C", "C", "C", "C", "C", "O", "C", "C", "C", "C", "C", "C", "C", "O", "H", "H", "H", "H", "H", "H", "H", "H", "C", "C", "C", "C", "C", "C", "C", "O", "C", "C", "C", "C", "C", "C", "C", "O", "H", "H", "H", "H", "H", "H", "H", "H"], "coordinates": [[3.616, -5.318, -2.414], [2.483, -6.333, -2.415], [3.207, -7.962, -2.164], [1.685, -6.450, -3.732], [2.548, -5.846, -5.150], [0.339, -5.812, -3.700], [-0.477, -6.051, -4.748], [-1.739, -5.504, -4.813], [-2.196, -4.691, -3.780], [-3.565, -4.078, -3.884], [-3.703, -2.915, -3.997], [-4.584, -4.935, -3.929], [-1.343, -4.455, -2.711], [-1.795, -3.459, -1.412], [-0.079, -5.021, -2.706], [3.312, -4.362, -2.827], [3.947, -5.200, -1.389], [4.451, -5.719, -2.969], [1.841, -6.194, -1.557], [1.525, -7.499, -3.931], [-0.103, -6.670, -5.544], [-2.374, -5.692, -5.660], [-4.319, -5.825, -3.664], [0.581, -4.789, -1.889], [0.930, 0.495, 2.443], [0.430, -0.655, 1.841], [0.934, -1.068, 0.620], [1.928, -0.336, -0.011], [2.415, 0.830, 0.582], [1.918, 1.236, 1.814], [3.453, 1.654, -0.099], [3.882, 2.665, 0.413], [3.941, 1.201, -1.433], [4.872, 1.978, -2.109], [5.348, 1.569, -3.344], [4.902, 0.378, -3.906], [3.971, -0.399, -3.238], [3.481, 0.011, -2.004], [2.460, -0.821, -1.313], [2.068, -1.870, -1.798], [0.539, 0.819, 3.398], [-0.353, -1.224, 2.326], [0.559, -1.960, 0.138], [2.306, 2.135, 2.275], [5.219, 2.901, -1.666], [6.071, 2.178, -3.870], [5.280, 0.059, -4.868], [3.617, -1.323, -3.672], [-1.253, 7.063, 1.543], [-0.740, 5.798, 1.272], [-1.175, 4.702, 1.996], [-2.120, 4.865, 3.002], [-2.621, 6.138, 3.286], [-2.191, 7.232, 2.547], [-3.604, 6.345, 4.387], [-4.045, 7.448, 4.630], [-4.022, 5.158, 5.186], [-4.897, 5.334, 6.249], [-5.306, 4.242, 6.996], [-4.848, 2.968, 6.678], [-3.973, 2.787, 5.621], [-3.550, 3.881, 4.876], [-2.587, 3.672, 3.760], [-2.186, 2.560, 3.476], [-0.917, 7.917, 0.971], [0.001, 5.670, 0.493], [-0.784, 3.716, 1.786], [-2.590, 8.213, 2.766], [-5.253, 6.327, 6.489], [-5.985, 4.382, 7.827], [-5.174, 2.115, 7.260], [-3.610, 1.800, 5.372]], "forces_ev_per_a": [[-0.270, -0.200, 0.268], [0.690, -0.324, -0.425], [-0.085, 0.002, 0.121], [0.251, 0.006, 0.229], [0.060, 0.120, 0.008], [-0.524, 0.179, -0.229], [-0.375, 0.101, -0.195], [0.363, 0.010, 0.362], [0.226, -0.402, 0.005], [0.058, -0.512, 0.026], [-0.031, 1.169, -0.101], [-0.194, -0.337, 0.130], [0.082, 0.047, -0.188], [-0.042, 0.103, 0.215], [-0.038, 0.368, 0.221], [-0.062, 0.223, 0.054], [0.044, 0.200, 0.150], [0.142, 0.059, -0.306], [-0.271, -0.043, 0.015], [-0.272, -0.176, 0.016], [0.220, -0.139, -0.021], [-0.006, -0.155, -0.224], [-0.096, -0.056, -0.058], [0.195, -0.034, -0.022], [-0.019, 0.001, -0.015], [0.047, 0.054, 0.001], [-0.178, -0.111, 0.131], [0.097, -0.001, -0.158], [0.013, -0.019, -0.052], [-0.080, -0.018, 0.087], [0.067, 0.175, 0.113], [-0.025, -0.038, -0.040], [-0.068, -0.096, -0.008], [0.085, 0.039, -0.083], [-0.023, -0.051, -0.012], [0.009, 0.019, 0.013], [0.081, 0.032, -0.091], [-0.039, 0.020, 0.073], [-0.028, -0.041, 0.003], [-0.015, -0.136, -0.051], [-0.030, 0.019, -0.013], [0.002, 0.011, 0.017], [0.030, -0.014, -0.014], [0.052, 0.024, -0.069], [-0.046, -0.016, 0.087], [0.007, -0.001, -0.002], [0.004, 0.006, -0.006], [-0.065, -0.013, 0.047], [0.008, -0.045, 0.001], [-0.028, 0.027, 0.018], [0.081, 0.035, -0.102], [-0.053, 0.059, 0.062], [0.012, -0.103, 0.020], [0.075, 0.075, -0.091], [-0.079, 0.176, 0.039], [0.017, -0.033, -0.009], [0.067, -0.066, -0.055], [-0.087, -0.022, 0.106], [0.022, -0.043, -0.025], [-0.006, 0.042, -0.003], [-0.064, -0.063, 0.101], [0.011, 0.090, -0.037], [0.069, -0.132, -0.052], [0.027, -0.054, 0.032], [0.004, 0.004, -0.002], [0.003, 0.003, -0.007], [-0.063, -0.045, 0.055], [-0.049, -0.029, 0.079], [0.041, 0.042, -0.080], [-0.007, -0.001, 0.002], [-0.002, -0.001, 0.007], [0.059, 0.029, -0.066]]}


Entry 3:
{"formula": "C37H25F3N2O2PPd", "method": "ωB97M-V with the def2-TZVPD basis set", "multiplicity": 1, "charge": -1, "orbital_gap_ev": 7.0, "e_homo_ha": -0.16429, "e_above_lowest_ev": 0.000, "lumo_ev": 2.48, "species": ["Pd", "O", "C", "C", "C", "C", "C", "C", "C", "P", "C", "C", "C", "C", "C", "C", "C", "C", "C", "C", "C", "C", "H", "H", "H", "H", "H", "H", "H", "H", "H", "H", "H", "H", "H", "H", "O", "C", "C", "C", "C", "C", "C", "C", "N", "C", "C", "N", "H", "H", "H", "H", "H", "H", "H", "F", "C", "F", "F", "C", "C", "C", "C", "C", "C", "C", "C", "H", "H", "H", "H"], "coordinates": [[0.448, -0.464, -0.595], [3.132, -1.433, -1.039], [2.423, -0.468, -0.888], [3.132, 0.903, -0.923], [4.521, 0.969, -0.959], [5.152, 2.200, -0.929], [4.404, 3.373, -0.853], [3.022, 3.313, -0.832], [2.386, 2.074, -0.890], [0.602, 1.783, -0.918], [-0.060, 2.977, 0.278], [0.313, 2.804, 1.609], [-0.154, 3.669, 2.583], [-0.997, 4.715, 2.232], [-1.387, 4.879, 0.911], [-0.927, 4.009, -0.066], [0.014, 2.327, -2.550], [-0.860, 1.475, -3.218], [-1.342, 1.816, -4.476], [-0.948, 3.003, -5.072], [-0.070, 3.856, -4.412], [0.407, 3.520, -3.155], [5.079, 0.042, -0.992], [6.234, 2.253, -0.945], [4.906, 4.332, -0.801], [2.438, 4.222, -0.743], [0.942, 1.968, 1.896], [0.109, 3.498, 3.618], [-1.376, 5.385, 2.994], [-2.074, 5.673, 0.645], [-1.259, 4.122, -1.090], [-1.158, 0.546, -2.744], [-2.022, 1.147, -4.989], [-1.320, 3.266, -6.054], [0.243, 4.781, -4.878], [1.093, 4.188, -2.650], [-1.699, -0.510, -0.416], [-2.440, 0.470, 0.044], [-3.323, 1.160, -0.816], [-4.126, 2.191, -0.370], [-4.093, 2.585, 0.965], [-3.256, 1.909, 1.836], [-2.441, 0.862, 1.408], [-1.605, 0.184, 2.406], [-1.340, 0.639, 3.625], [-0.551, -0.318, 4.204], [-0.334, -1.354, 3.338], [-1.018, -1.020, 2.204], [-3.362, 0.842, -1.850], [-4.787, 2.690, -1.071], [-4.714, 3.397, 1.322], [-3.213, 2.179, 2.884], [-0.176, -0.208, 5.210], [0.239, -2.261, 3.409], [-1.057, -1.525, 1.326], [1.795, -9.719, 1.426], [0.556, -9.231, 1.219], [-0.172, -9.540, 2.316], [0.025, -9.961, 0.209], [0.550, -7.766, 0.927], [-0.661, -7.082, 0.937], [-0.695, -5.734, 0.639], [0.480, -5.036, 0.327], [1.688, -5.741, 0.322], [1.724, -7.094, 0.617], [0.451, -3.641, 0.027], [0.457, -2.456, -0.249], [-1.576, -7.606, 1.181], [-1.634, -5.196, 0.647], [2.598, -5.207, 0.083], [2.666, -7.626, 0.610]], "forces_ev_per_a": [[-0.106, 0.024, -0.012], [-0.034, -0.025, -0.041], [0.029, 0.077, 0.023], [-0.055, -0.092, 0.011], [-0.011, 0.072, 0.020], [0.025, -0.053, 0.004], [0.001, 0.011, 0.003], [-0.021, 0.010, 0.000], [0.081, -0.019, -0.017], [-0.089, -0.126, 0.054], [-0.024, 0.028, -0.069], [0.022, 0.001, 0.077], [-0.005, -0.002, -0.026], [-0.008, -0.006, -0.015], [-0.002, 0.007, 0.055], [0.014, -0.004, -0.004], [0.029, 0.070, -0.007], [-0.022, -0.036, -0.010], [0.013, 0.020, 0.014], [-0.004, 0.004, -0.013], [-0.011, -0.006, 0.000], [0.003, -0.008, -0.012], [-0.001, -0.006, -0.001], [-0.003, 0.010, 0.002], [-0.007, 0.003, -0.002], [-0.002, 0.000, -0.010], [0.002, -0.008, -0.030], [-0.003, 0.007, 0.002], [0.004, -0.001, 0.002], [0.001, -0.006, -0.023], [-0.003, -0.003, 0.004], [0.001, 0.000, 0.001], [-0.003, -0.002, 0.002], [0.003, 0.003, 0.001], [-0.002, 0.000, -0.002], [0.006, -0.007, 0.016], [0.127, -0.026, 0.003], [-0.060, 0.003, -0.009], [0.024, -0.016, -0.037], [-0.008, 0.041, 0.050], [-0.008, -0.013, -0.049], [0.032, -0.007, 0.005], [-0.005, 0.017, 0.114], [-0.023, 0.136, 0.099], [-0.047, -0.023, -0.134], [0.058, -0.064, 0.018], [0.006, 0.008, 0.037], [-0.064, 0.002, -0.101], [0.017, -0.009, -0.005], [-0.003, 0.006, 0.008], [-0.005, 0.000, -0.006], [0.003, -0.004, 0.001], [-0.005, 0.003, -0.003], [0.004, -0.001, 0.003], [0.033, -0.006, 0.006], [-0.009, 0.002, 0.007], [-0.004, -0.002, 0.009], [0.015, 0.003, -0.017], [-0.004, -0.005, -0.002], [-0.003, -0.004, 0.006], [0.000, 0.003, -0.006], [0.010, -0.015, 0.018], [-0.031, 0.015, 0.000], [0.022, -0.029, 0.003], [-0.007, 0.021, -0.005], [-0.057, -0.005, 0.004], [0.167, 0.018, -0.005], [0.004, -0.006, 0.000], [0.005, 0.012, -0.005], [-0.006, 0.004, -0.001], [0.001, 0.002, -0.001]]}


Calculated total energy, respectively: -125458.9996 -90111.7566 -66774.0018 eV.